Molecular formula: C2H7N2O2
Method: DFT, the ωB97M-V functional and the def2-TZVPD basis

ORCA input file:
```
! RIJCOSX wB97M-V def2-TZVPD def2/J DEFGRID3
* xyz 1 1
C 0.71824 -0.30665 -0.02855
C -1.09388 0.79351 -0.07425
N 3.03598 0.26676 -0.14081
N -2.10502 -0.37558 -0.03511
O 0.42116 -1.44795 -0.10755
O 1.63646 0.53682 -0.06176
H -1.33984 1.37363 -0.87600
H -1.08344 1.29923 0.92581
H 3.27896 -0.75620 0.00359
H 3.46710 0.62986 0.73265
H -1.64986 -1.10245 -0.58899
H -2.94742 -0.07763 -0.58079
H -2.33844 -0.83335 0.83176
*
```

The value obtained for the energy above the lowest of the compared OMol25 structures with the same formula, charge and spin is 110.9 kcal/mol. The calculation puts the HOMO-LUMO gap at 10.84 eV. For the HOMO energy, the calculation gives -0.52781 hartree.


Molecular formula: C17H32CrNP
Method: DFT, the ωB97M-V functional and the def2-TZVPD basis

ORCA input file:
```
! RIJCOSX wB97M-V def2-TZVPD def2/J DEFGRID3
* xyz 0 5
C 0.50905 3.51985 -3.86198
C -0.76586 3.25234 -3.36331
C -0.98389 2.16220 -2.50312
C 0.10139 1.42708 -2.03402
C 1.38094 1.68606 -2.52651
C 1.58376 2.73225 -3.43861
C -2.42156 1.79016 -2.22723
C -2.65588 0.42613 -1.58116
N -1.70150 -0.66072 -2.00593
Cr -0.24295 -0.17160 -0.67758
C 2.54766 0.80995 -2.12420
P 1.91713 -0.59077 -1.11559
H -1.62252 3.85210 -3.66734
H 2.59716 2.88592 -3.81306
H 0.67298 4.32537 -4.58203
H 3.29826 1.36409 -1.53730
H 3.06476 0.39490 -3.00330
H -2.87183 2.55233 -1.57255
H -3.00160 1.83357 -3.16166
H -2.56946 0.49654 -0.48146
C 3.14348 -0.70173 0.20703
C 2.20571 -2.02353 -2.18529
H -3.68367 0.08421 -1.78592
C -1.30157 -0.68264 -3.44771
C -2.23135 -1.99114 -1.60097
H -0.12967 -1.75137 0.08637
H -1.88422 -1.44717 -3.97038
H -1.47385 0.27769 -3.94000
H -0.24249 -0.95431 -3.53395
H -2.70672 -2.47386 -2.46233
H -1.41217 -2.62666 -1.25087
H -2.97382 -1.87284 -0.80551
H 3.26108 -2.31726 -2.12935
H 1.57348 -2.84774 -1.82992
H 1.93588 -1.78948 -3.22169
H 4.15275 -0.62838 -0.22854
H 2.99849 0.10287 0.94193
H 3.02288 -1.66720 0.71701
H -0.32462 -1.19200 0.73398
C -1.40842 0.63469 2.86883
C -0.16512 1.30540 2.27560
C 1.11595 0.74907 2.90229
C -0.12952 1.31652 0.74237
H -1.34430 -0.46090 2.80808
H -2.32494 0.96207 2.35920
H -1.50568 0.91868 3.92754
H -0.21784 2.37431 2.55350
H 1.19397 -0.33772 2.76570
H 2.00320 1.22077 2.46663
H 1.12946 0.96662 3.97873
H 0.78525 1.85905 0.45319
H -0.97095 1.94143 0.39389
*
```

The calculation puts the HOMO-LUMO gap (spin up / spin down) at 6.15 / 7.91 eV. For the HOMO energy (spin up / spin down), the calculation gives -0.20881 / -0.27598 hartree.


Molecular formula: C6H8Cl12
Method: DFT, the ωB97M-V functional and the def2-TZVPD basis

ORCA input file:
```
! RIJCOSX wB97M-V def2-TZVPD def2/J DEFGRID3
* xyz 0 1
Cl 0.49497 -1.82750 -6.42346
C 1.51427 -2.42576 -5.07760
C 0.62750 -2.44387 -3.83685
Cl 1.50801 -2.80739 -2.34122
H 2.38087 -1.78365 -4.95695
H 1.83435 -3.43377 -5.32370
H -0.15904 -3.18074 -3.98068
H 0.16009 -1.47953 -3.66215
Cl -1.08659 0.78893 3.96591
C -1.04827 -0.61268 2.88903
C -1.52707 -1.85391 3.63193
Cl -1.55294 -3.31123 2.59552
H -0.07050 -0.76025 2.43926
H -1.70154 -0.49889 2.02383
H -2.51887 -1.69185 4.04769
H -0.89062 -2.05634 4.49205
C 0.70943 4.79645 3.30853
Cl 0.65408 4.07411 1.70621
Cl -0.78392 4.48672 4.21451
Cl 2.11006 4.10765 4.16688
Cl 0.98619 6.54188 3.16777
C -0.35915 1.07342 -1.39158
Cl 1.09434 1.42224 -2.36692
Cl 0.04387 -0.19391 -0.23879
Cl -0.81840 2.52768 -0.53146
Cl -1.60114 0.54219 -2.51778
*
```

The value obtained for the energy above the lowest of the compared OMol25 structures with the same formula, charge and spin is 3.7 kcal/mol. The calculation puts the HOMO-LUMO gap at 11.07 eV. For the HOMO energy, the calculation gives -0.40081 hartree.


Molecular formula: C30H52N2O18
Method: DFT, the ωB97M-V functional and the def2-TZVPD basis

ORCA input file:
```
! RIJCOSX wB97M-V def2-TZVPD def2/J DEFGRID3
* xyz 0 1
C -1.69152 -9.40255 16.62536
O -2.94433 -9.97030 16.33085
C -3.94820 -9.94221 17.30392
C -4.21828 -11.31527 17.94206
N -5.47526 -11.44454 18.56955
C -5.86957 -12.84903 18.58046
C -7.08487 -13.16125 19.49800
O -8.17386 -12.41023 18.90995
C -9.42294 -12.87633 19.31976
H -1.07242 -9.57597 15.74516
H -1.10467 -9.85166 17.42661
H -1.62314 -8.32252 16.75552
H -4.89726 -9.81611 16.78288
H -4.03381 -9.07274 17.95569
H -3.37481 -11.29159 18.63205
H -3.88882 -12.12437 17.29020
H -6.15999 -10.71316 18.44179
H -5.03438 -13.44091 18.95493
H -5.92022 -13.02631 17.50617
H -6.88040 -12.94150 20.54586
H -7.35819 -14.20978 19.61631
H -9.56569 -12.47960 20.32491
H -9.60206 -13.95079 19.28028
H -10.10692 -12.23333 18.76584
C -24.16811 -5.80174 11.96780
O -23.67042 -6.69560 12.91974
C -24.57007 -6.87393 14.08187
C -24.08354 -7.92735 15.15801
N -22.90278 -7.34411 15.79628
C -22.17780 -8.39836 16.51714
C -21.81456 -8.00918 17.95368
O -21.25499 -6.66984 17.98660
C -20.72184 -6.35308 19.22497
H -24.52894 -4.86602 12.39480
H -24.94598 -6.25402 11.35261
H -23.31497 -5.57666 11.32782
H -25.59840 -7.16375 13.86590
H -24.63124 -5.94092 14.64211
H -23.82421 -8.83632 14.61523
H -24.82495 -8.13075 15.93071
H -22.50428 -6.83023 15.02348
H -21.17800 -8.55173 16.11097
H -22.60853 -9.39315 16.63099
H -20.98952 -8.59591 18.35760
H -22.61020 -8.23368 18.66407
H -19.98533 -5.55716 19.11466
H -20.10448 -7.14851 19.64242
H -21.41951 -5.86141 19.90293
C -14.54631 -18.93627 17.90479
C -14.02812 -17.92800 17.05770
C -14.22187 -16.64845 17.34242
C -14.95257 -16.20939 18.48809
C -15.11563 -17.11138 19.45378
C -14.88751 -18.43531 19.15140
O -15.04642 -19.28815 20.22695
O -13.80955 -15.70345 16.45134
H -14.32006 -19.98187 17.75669
H -13.80797 -18.36165 16.09340
H -15.19521 -15.15992 18.56656
H -15.55104 -16.77828 20.38429
H -14.89117 -20.22811 20.10883
H -13.07708 -16.09355 15.96874
C -16.19750 -8.83514 18.07771
C -15.23296 -9.96405 18.37303
O -14.49364 -9.99216 17.18621
C -14.65422 -8.94684 16.50090
O -14.10570 -8.65843 15.45809
O -15.56322 -8.17779 17.06216
H -16.23660 -8.26768 19.00753
H -17.16133 -9.24315 17.77330
H -15.84819 -10.85537 18.49610
H -14.72825 -9.76340 19.31808
C -20.91094 -16.20163 21.31995
C -22.07818 -15.14911 21.31952
O -21.45422 -13.91443 20.84686
C -20.09521 -14.09318 20.61128
O -19.42305 -13.35743 19.92680
O -19.72538 -15.35224 21.00824
H -20.91711 -17.03548 20.61799
H -20.60631 -16.62314 22.27789
H -22.44212 -15.06809 22.34376
H -22.95744 -15.37816 20.71741
C -10.49545 -5.47451 11.67987
C -11.36314 -6.50969 10.87774
O -10.48527 -7.47559 10.58159
C -9.23809 -7.31027 11.15108
O -8.41695 -8.18898 11.43131
O -9.18529 -6.07408 11.65274
H -10.84332 -5.37629 12.70819
H -10.51534 -4.47955 11.23516
H -11.75118 -6.09438 9.94767
H -12.11941 -6.94401 11.53160
C -14.55874 -3.81951 21.85267
C -14.99583 -3.72446 23.26486
O -15.78704 -4.90429 23.45767
C -15.08879 -5.86437 22.73626
O -15.14848 -7.10999 22.86472
O -14.25268 -5.23172 21.80362
H -13.65881 -3.20861 21.78170
H -15.19687 -3.50623 21.02639
H -15.53991 -2.80036 23.46012
H -14.19422 -3.63480 23.99800
*
```

The value obtained for the energy above the lowest of the compared OMol25 structures with the same formula, charge and spin is 217.3 kcal/mol. The calculation puts the HOMO-LUMO gap at 8.29 eV. For the HOMO energy, the calculation gives -0.28968 hartree.


| no. | largest force on an atom (eV/Å) |
| --- | --- |
| 1 | 6.1 |
| 2 | 1.6 |
| 3 | 1.5 |
| 4 | 5.3 |